--- i ---
One molecule with the formula C4H7FOS. Source: the Open Molecules 2025 dataset; level of theory: ωB97M-V with the def2-TZVPD basis set.

```
14
Properties=species:S:1:pos:R:3
O 1.0752 1.9983 0.0577
C 0.2155 1.0387 -0.3406
C 0.6613 -0.3680 -0.6114
S 2.3926 -0.8108 -0.1897
C -0.1999 -0.0234 0.5783
C -1.5871 -0.5341 0.4855
F -2.1726 -0.3676 -0.8063
H 1.6985 2.1411 -0.6615
H -0.6238 1.3465 -1.0059
H 0.2423 -0.8585 -1.4161
H 2.0543 -1.9958 0.4202
H 0.2276 0.1214 1.5375
H -1.7276 -1.5993 0.7872
H -2.2563 -0.0884 1.1649
```

Results
* SMILES string: O[C@H]1[C@@H](S)[C@@H]1CF
* LUMO: 0.7 eV
* molar mass: 122.16 g/mol
* Kohn-Sham gap: 0.360 Ha



--- ii ---
A 2-piece molecular cluster, C4H7FOS overall. Source: the Open Molecules 2025 dataset; level of theory: ωB97M-V with the def2-TZVPD basis set.

```
14
Properties=species:S:1:pos:R:3
C -2.3284 0.8247 -1.4903
C -1.9806 0.2273 -0.3974
C -2.5827 0.4163 1.0129
C 3.4288 -0.8858 -0.3688
O 2.0731 0.7379 1.3711
F -0.8938 -0.5947 -0.3297
S 2.1375 0.3963 -0.0901
H -2.2738 0.9999 -2.5322
H -3.6191 0.2686 0.9570
H -2.1593 -0.3851 1.6232
H -2.4993 1.3730 1.3571
H 4.3165 -0.6933 0.2743
H 3.5828 -0.9537 -1.3708
H 2.7982 -1.7313 -0.0163
```

Results
* LUMO: -3.2 eV
* molar mass: 122.16 g/mol
* Kohn-Sham gap: 0.115 Ha



Most stable: i. Least stable: ii.



--- i ---
A 2-piece molecular cluster, C5H10NO3 overall. Source: the Open Molecules 2025 dataset; level of theory: ωB97M-V with the def2-TZVPD basis set.

```
19
Properties=species:S:1:pos:R:3
C 1.0644 1.4362 1.1607
C 0.5770 1.8286 -0.2471
C -0.0613 1.2324 2.1887
O 0.0262 1.8063 3.2704
N -1.0530 0.4092 1.8538
H 1.5771 0.4768 1.1625
H 1.6375 2.2371 1.5779
H -0.2164 2.5736 -0.1496
H -1.7845 0.1218 2.4817
H -1.0994 -0.1252 0.9646
H 0.1622 0.9488 -0.7285
H 1.3917 2.2400 -0.8304
C 0.1063 -2.5975 -2.1046
C -0.9100 -1.6429 -1.4471
O -0.5266 -1.1990 -0.3183
O -1.9606 -1.3697 -2.0403
H 0.8978 -2.0060 -2.5658
H -0.3548 -3.1494 -2.9086
H 0.5264 -3.2211 -1.3197
```

Results
* LUMO: 3.9 eV
* net charge: -1
* molar mass: 132.14 g/mol
* Kohn-Sham gap: 0.319 Ha



--- ii ---
A 2-piece molecular cluster, C5H10NO3 overall. Source: the Open Molecules 2025 dataset; level of theory: ωB97M-V with the def2-TZVPD basis set.

```
19
Properties=species:S:1:pos:R:3
C -4.2529 -1.1638 -0.0273
C -2.6930 -1.0681 -0.3327
O -2.0140 -1.9216 0.2878
O -2.3769 -0.2277 -1.1909
H -4.4541 -0.9746 1.0287
H -4.4402 -2.2385 -0.0756
H -4.9283 -0.6221 -0.6721
C 1.5032 0.5623 0.8695
C 0.4462 1.4522 0.2165
C 2.8623 0.8995 0.2914
O 3.3771 1.9179 -0.0887
N 3.4983 -0.3130 -0.0319
H 1.3350 0.6185 1.9632
H 1.1031 -0.4620 0.7328
H 0.4529 1.2679 -0.8517
H 0.5808 2.5175 0.4462
H 4.2565 -0.1531 -0.6839
H 3.1404 -1.2543 -0.0498
H -0.5944 1.2896 0.4896
```

Results
* LUMO: 3.4 eV
* net charge: -1
* molar mass: 132.14 g/mol
* Kohn-Sham gap: 0.275 Ha



Most stable: i. Least stable: ii.



--- i ---
A 9-piece molecular cluster, C36H54O27 overall. Source: the Open Molecules 2025 dataset; level of theory: ωB97M-V with the def2-TZVPD basis set.

```
117
Properties=species:S:1:pos:R:3
C 18.1952 17.2379 12.8512
C 18.0012 15.7258 12.6620
C 19.2464 14.9508 12.9720
O 18.7450 13.8650 13.6604
C 17.4310 14.0022 13.8991
O 16.7213 13.2665 14.5068
O 17.0620 15.1583 13.5686
H 18.9134 17.6610 12.1489
H 18.7297 17.3777 13.7908
H 17.2144 17.6829 12.6831
H 17.7548 15.5440 11.6159
H 19.9611 15.5470 13.5394
H 19.9107 14.7010 12.1448
C 8.0935 9.0309 11.4138
C 9.0296 9.7620 10.4908
C 9.1572 11.2417 10.5856
O 10.5419 11.3834 10.5418
C 11.1739 10.2844 10.6779
O 12.4140 10.1678 10.7659
O 10.3903 9.2184 10.6211
H 7.1037 9.4550 11.5832
H 8.6139 8.9413 12.3674
H 7.9572 7.9884 11.1263
H 8.7206 9.5474 9.4678
H 8.9114 11.5410 11.6044
H 8.5431 11.7983 9.8776
C 11.0086 17.4047 14.7461
C 9.6360 17.8013 14.1868
C 9.3575 17.3013 12.7532
O 8.1658 16.5149 12.9216
C 7.6981 16.6061 14.1410
O 6.6537 16.0434 14.5223
O 8.6153 17.1856 14.9227
H 11.7755 17.9929 14.2422
H 11.1773 16.3368 14.6072
H 11.1954 17.5988 15.8023
H 9.4328 18.8710 14.2379
H 10.1502 16.7238 12.2776
H 9.1296 18.1591 12.1205
C 14.8652 20.1540 12.3947
C 15.8334 21.2839 12.7558
C 15.9300 21.4966 14.2705
O 17.3197 21.5370 14.4918
C 17.9715 21.2053 13.3717
O 19.1908 21.0265 13.3294
O 17.1485 21.0362 12.3499
H 14.8627 19.9741 11.3196
H 13.8636 20.1903 12.8230
H 15.1968 19.2510 12.9074
H 15.3102 22.1610 12.3747
H 15.4997 20.6713 14.8377
H 15.5692 22.4593 14.6327
C 10.9263 12.9311 7.9503
C 10.8259 14.3139 7.3064
C 10.8538 15.3978 8.3357
O 11.5582 16.4059 7.6388
C 12.3505 15.8474 6.7760
O 13.2478 16.4657 6.1781
O 12.0101 14.5571 6.6476
H 11.5684 12.9402 8.8310
H 11.5532 12.3417 7.2813
H 9.9786 12.4068 8.0735
H 10.0195 14.3875 6.5767
H 11.3819 15.0925 9.2390
H 9.8087 15.6521 8.5121
C 9.7296 11.4952 14.6414
C 10.8755 10.5291 14.8227
C 10.7385 9.6252 16.1108
O 11.0957 8.3663 15.4374
C 10.9616 8.4543 14.0865
O 11.0457 7.4864 13.3377
O 10.7578 9.6950 13.7570
H 9.7603 12.1346 15.5237
H 8.7727 10.9733 14.6315
H 9.7523 12.0596 13.7092
H 11.8725 10.9675 14.8662
H 9.7434 9.6151 16.5555
H 11.4629 9.8827 16.8835
C 18.2275 16.4694 16.9636
C 16.7368 16.1819 16.7335
C 15.9070 16.7701 17.8880
O 14.9506 17.6124 17.2794
C 15.1684 17.6653 15.9746
O 14.4982 18.3431 15.2107
O 16.3425 17.0054 15.6475
H 18.5524 16.0092 17.8967
H 18.4549 17.5330 16.8917
H 18.9068 16.0753 16.2078
H 16.5037 15.1674 16.4102
H 16.5544 17.3629 18.5342
H 15.4255 16.0034 18.4950
C 13.5018 16.8938 10.4813
C 13.7958 15.5209 11.1145
C 13.8924 15.4385 12.5695
O 12.7458 14.6590 12.9561
C 12.0838 14.2990 11.8939
O 10.9901 13.7790 11.9332
O 12.7354 14.7228 10.8322
H 13.3943 16.7078 9.4127
H 14.3171 17.5973 10.6501
H 12.5507 17.2669 10.8611
H 14.7234 15.1383 10.6889
H 13.8666 16.4187 13.0456
H 14.7938 14.8880 12.8388
C 14.3319 12.7975 8.0941
C 14.9488 12.2080 9.3302
C 15.7510 10.9800 9.1191
O 17.0116 11.4331 9.6675
C 16.9844 12.6308 10.1007
O 17.9716 13.2148 10.6161
O 15.7774 13.1893 9.9242
H 13.7362 13.7078 8.1625
H 13.6475 12.0719 7.6546
H 15.1274 13.0230 7.3838
H 14.1545 11.9120 10.0154
H 15.9309 10.7582 8.0672
H 15.3032 10.0815 9.5439
```

Results
* SMILES string: C[C@H]1COC(=O)O1.C[C@H]1COC(=O)O1.C[C@H]1COC(=O)O1.C[C@H]1COC(=O)O1.C[C@H]1COC(=O)O1.C[C@H]1COC(=O)O1.C[C@H]1COC(=O)O1.C[C@H]1COC(=O)O1.C[C@H]1COC(=O)O1
* LUMO: 0.2 eV
* molar mass: 918.80 g/mol
* Kohn-Sham gap: 0.399 Ha



--- ii ---
A 9-piece molecular cluster, C36H54O27 overall. Source: the Open Molecules 2025 dataset; level of theory: ωB97M-V with the def2-TZVPD basis set.

```
117
Properties=species:S:1:pos:R:3
C -25.7524 8.4911 -13.4600
C -24.7584 7.5330 -12.8722
C -25.4606 6.4153 -12.0829
O -24.7811 5.2483 -12.5043
C -23.9692 5.5426 -13.4756
O -23.1530 4.7722 -14.0616
O -24.1387 6.8826 -13.8947
H -25.1686 9.1163 -14.1356
H -26.1532 9.1128 -12.6593
H -26.5212 8.1110 -14.1326
H -24.0503 7.9890 -12.1803
H -26.5408 6.3171 -12.1907
H -25.3844 6.4101 -10.9956
C -31.5326 10.3590 -14.6926
C -30.9319 10.1964 -13.2711
C -31.8818 9.4543 -12.3686
O -31.1272 8.3231 -12.0458
C -29.8703 8.4781 -12.5436
O -28.9561 7.6589 -12.3623
O -29.8386 9.4027 -13.4318
H -32.0908 9.5257 -15.1194
H -30.7695 10.6249 -15.4241
H -32.2281 11.1966 -14.6398
H -30.6694 11.1526 -12.8186
H -32.7925 9.0915 -12.8451
H -32.0113 9.9689 -11.4165
C -29.7588 4.6894 -12.6350
C -29.0809 4.1437 -13.8688
C -28.3820 5.1188 -14.7149
O -27.1149 4.4865 -14.7046
C -27.0390 3.4010 -13.9267
O -25.9984 2.7533 -13.7193
O -28.0841 3.3757 -13.2415
H -30.1646 3.9601 -11.9338
H -30.5806 5.3916 -12.7748
H -29.0286 5.2788 -12.0804
H -29.7400 3.5329 -14.4856
H -28.2784 6.0999 -14.2514
H -28.7623 5.2375 -15.7295
C -31.2652 -0.4622 -10.1374
C -31.4866 0.8790 -10.8923
C -31.7630 0.8009 -12.4037
O -32.9208 1.5631 -12.5366
C -33.4759 1.9608 -11.3814
O -34.5176 2.5437 -11.2426
O -32.7559 1.3072 -10.4534
H -30.4292 -1.1098 -10.4019
H -32.0780 -1.1798 -10.2491
H -31.0364 -0.2596 -9.0911
H -30.7350 1.6334 -10.6598
H -31.8816 -0.2336 -12.7259
H -30.8967 1.2616 -12.8784
C -27.1670 0.0429 -9.5316
C -25.8371 0.5177 -9.9663
C -25.7918 2.0323 -10.0486
O -24.5870 2.2950 -9.2588
C -24.1312 1.2043 -8.7184
O -23.1026 1.0542 -8.0588
O -24.9468 0.2682 -8.9289
H -27.1885 -1.0450 -9.4670
H -27.9493 0.2784 -10.2532
H -27.6396 0.4665 -8.6454
H -25.5120 -0.0399 -10.8447
H -26.6584 2.5064 -9.5879
H -25.5415 2.4043 -11.0421
C -32.0652 3.8510 -8.6869
C -31.2067 4.5750 -7.6352
C -31.1859 6.0895 -7.6719
O -31.7664 6.4112 -6.3946
C -32.0945 5.3765 -5.6689
O -32.4706 5.2983 -4.4692
O -31.8633 4.3201 -6.3907
H -32.3232 2.8085 -8.5007
H -31.5936 3.9614 -9.6634
H -33.0005 4.4107 -8.6942
H -30.1634 4.2768 -7.5311
H -31.8233 6.5556 -8.4233
H -30.1793 6.5076 -7.6693
C -28.1884 0.0295 -17.9384
C -29.1690 1.2260 -18.1865
C -29.7209 1.7860 -16.8864
O -29.3486 3.1648 -16.9518
C -28.6293 3.3852 -18.0339
O -28.1053 4.4384 -18.2835
O -28.5477 2.3255 -18.7967
H -28.6953 -0.6648 -17.2682
H -27.2912 0.2445 -17.3580
H -27.8701 -0.4885 -18.8431
H -29.9662 0.8455 -18.8251
H -29.2466 1.3321 -16.0163
H -30.7888 1.5680 -16.8697
C -35.3248 7.0102 -14.7526
C -35.0828 6.2393 -13.4246
C -33.7373 5.4577 -13.5056
O -33.2086 5.6541 -12.2271
C -33.8367 6.5778 -11.5164
O -33.4963 6.9043 -10.3903
O -34.7790 7.0688 -12.3847
H -35.9932 7.8485 -14.5560
H -35.8706 6.4018 -15.4739
H -34.4790 7.3845 -15.3293
H -35.8203 5.5186 -13.0714
H -33.1856 5.8636 -14.3534
H -33.9059 4.4159 -13.7781
C -24.6620 4.4506 -17.8852
C -23.9258 3.1612 -17.6621
C -24.8011 1.9933 -17.0247
O -24.8623 1.0852 -18.1251
C -24.2484 1.6389 -19.2090
O -24.1875 1.0178 -20.2699
O -23.7479 2.7762 -18.9276
H -25.2966 4.4635 -18.7714
H -23.9595 5.2820 -17.9426
H -25.3661 4.6316 -17.0730
H -22.9478 3.3120 -17.2051
H -25.6944 2.4143 -16.5634
H -24.2261 1.5171 -16.2305
```

Results
* SMILES string: C[C@H]1COC(=O)O1.C[C@H]1COC(=O)O1.C[C@H]1COC(=O)O1.C[C@H]1COC(=O)O1.C[C@H]1COC(=O)O1.C[C@H]1COC(=O)O1.C[C@H]1COC(=O)O1.C[C@H]1COC(=O)O1.C[C@H]1COC(=O)O1
* LUMO: -0.4 eV
* molar mass: 918.80 g/mol
* Kohn-Sham gap: 0.365 Ha



Most stable: i. Least stable: ii.